# 1
A 3-piece molecular cluster, C24H53BBrClN7O8 overall at a distorted geometry. Source: OMol25; level of theory: ωB97M-V/def2-TZVPD.

Output
Net charge: +1
E in eV: -135786.094
Lowest unoccupied orbital energy in eV: -3.07
Gap between HOMO and LUMO in hartree: 0.250

Each line ends with the Löwdin charge.
Cartesian coordinates (Å):
C 3.6769 1.8975 0.5362  -0.105
O 2.8844 1.5832 -0.6371  -0.209
C 1.8362 0.6250 -0.2947  -0.104
C 2.5832 -0.7565 0.0086  -0.081
N 3.6373 -1.1411 -0.9095  0.202
C 4.0618 -2.3962 -0.2664  -0.225
N 5.0603 -3.0923 -0.8292  -0.317
Cl 5.7434 -4.5702 -0.3183  0.824
B 5.6317 -2.5048 -2.1325  -0.580
O 4.7773 -2.6068 -3.3058  0.077
N 6.9641 -1.8498 -2.2325  -0.108
C 7.3782 -1.9606 -3.6932  -0.095
C 6.9224 -0.3897 -1.8932  -0.091
N 3.3515 -2.7623 0.9215  0.015
C 3.4272 -3.8648 1.9028  -0.166
C 4.6296 -3.5260 2.9528  -0.698
C 4.9952 -4.8149 3.8876  -0.126
Br 4.2835 -1.9066 4.0515  0.678
N 2.4335 -1.7276 1.0530  -0.021
C 1.3775 -1.5331 2.0975  -0.091
C -0.0389 -2.0973 1.5148  -0.145
O -0.5274 -1.2923 0.4123  -0.093
C -1.6349 -0.4780 0.7844  -0.219
O -2.5796 -0.3298 -0.0376  0.052
H 4.4187 1.0822 0.8474  0.093
H 4.3051 2.8286 0.2624  0.111
H 2.9755 2.1993 1.4021  0.103
H 1.2410 0.4894 -1.2772  0.166
H 1.1787 1.0178 0.5510  0.125
H 4.2028 -1.8115 -3.3868  0.117
H 7.2500 -3.0724 -3.9654  0.106
H 6.7446 -1.2963 -4.3789  0.099
H 8.4781 -1.6307 -3.8401  0.114
H 6.0561 -0.0856 -1.2048  0.077
H 6.8990 0.2885 -2.8316  0.109
H 7.9189 -0.1404 -1.3575  0.105
H 3.6607 -4.8989 1.4446  0.118
H 2.4593 -4.0279 2.5140  0.143
H 5.5995 -3.3101 2.3616  0.082
H 6.0669 -4.6250 4.2505  0.094
H 4.8952 -5.7673 3.2558  0.090
H 4.3303 -4.8064 4.8160  0.080
H 1.2658 -0.4023 2.2392  0.141
H 1.5706 -2.0977 3.0682  0.095
H -0.8305 -2.2265 2.3352  0.145
H 0.1971 -3.1593 1.1154  0.146
H -1.7596 0.0420 1.8018  0.177
C -9.1754 -4.2074 -0.5809  -0.110
O -7.8860 -4.4616 -0.0463  -0.195
C -6.8591 -4.5487 -1.0329  -0.209
C -5.9483 -3.3174 -0.9944  -0.212
N -6.6376 -2.1231 -1.4808  -0.051
C -5.9472 -0.8659 -1.1786  -0.189
C -5.6735 -0.5230 0.2957  -0.235
O -6.8385 -0.2208 1.0571  -0.178
C -7.5627 -1.3539 1.5089  -0.097
H -9.9109 -4.3950 0.2046  0.092
H -9.2750 -3.1605 -0.8840  0.072
H -9.3962 -4.8605 -1.4279  0.088
H -7.2632 -4.7142 -2.0375  0.121
H -6.2564 -5.4253 -0.7765  0.118
H -5.0656 -3.5020 -1.6165  0.121
H -5.6163 -3.1977 0.0421  0.095
H -7.5638 -2.0827 -1.0736  0.064
H -6.5688 -0.0670 -1.5955  0.121
H -5.0010 -0.8478 -1.7296  0.111
H -5.0754 0.3933 0.3037  0.109
H -5.0627 -1.2782 0.8025  0.097
H -6.9094 -2.1930 1.7606  0.087
H -8.3026 -1.6473 0.7649  0.067
H -8.1133 -1.0669 2.4085  0.091
C 0.2829 5.9555 -3.0134  -0.111
O 0.3036 6.9477 -2.0002  -0.193
C -0.9869 7.2718 -1.4833  -0.202
C -1.1705 6.7178 -0.0672  -0.204
N -1.2799 5.2588 -0.0708  -0.052
C -1.1377 4.6428 1.2504  -0.195
C 0.1677 4.8837 2.0283  -0.213
O 1.3155 4.2549 1.4642  -0.206
C 1.8984 4.9525 0.3722  -0.088
H 1.2595 5.9507 -3.5030  0.091
H 0.1225 4.9606 -2.5853  0.068
H -0.4821 6.1627 -3.7647  0.090
H -1.7934 6.9433 -2.1476  0.123
H -1.0343 8.3633 -1.4297  0.123
H -2.0774 7.1459 0.3729  0.125
H -0.3127 7.0567 0.5223  0.098
H -0.5693 4.8721 -0.6798  0.061
H -1.2395 3.5628 1.0977  0.108
H -1.9844 4.9532 1.8717  0.119
H 0.0402 4.4253 3.0147  0.119
H 0.3602 5.9445 2.2190  0.113
H 1.8318 6.0367 0.4849  0.095
H 1.4417 4.6300 -0.5628  0.071
H 2.9550 4.6785 0.3206  0.073

=====

# 2
An isolated molecule of C2H9N5 at a distorted geometry. Source: OMol25; level of theory: ωB97M-V/def2-TZVPD.

Output
Energy relative to the best compared isomer or geometry (same formula, charge and spin) in kcal per mole: 157.40
SMILES: CN=C(NN)NN
E in eV: -9664.070
Lowest unoccupied orbital energy in eV: 0.56
Gap between HOMO and LUMO in hartree: 0.344

Each line ends with the natural charge from an NBO analysis.
Cartesian coordinates (Å):
C -0.2552 1.9480 1.3634  -0.462
C 0.1827 0.0619 0.4802  0.510
H -1.3095 1.9716 1.6414  0.185
H 0.3930 2.7113 1.7422  0.212
H -0.1775 2.3218 0.2680  0.174
H 2.0184 -0.9300 0.1671  0.411
H -0.2873 -2.3649 -0.4061  0.342
H 0.0954 -1.9236 -1.6509  0.313
H -1.9131 0.6739 0.0771  0.416
H 0.3225 0.1658 -1.5906  0.397
H -1.4158 -0.6482 -2.3018  0.342
N 0.6074 0.7704 1.4446  -0.496
N 0.9789 -0.9002 -0.1448  -0.531
N 0.7177 -2.3001 -0.6787  -0.575
N -1.0132 0.1500 -0.1870  -0.546
N -0.9038 0.2745 -1.7209  -0.693